Below is a structure of composition C56H45BrGeN6O3Pt, with properties calculated with the ωB97M-V functional and the def2-TZVPD basis.

Structure (XYZ):
```
113
Properties=species:S:1:pos:R:3:forces:R:3
Pt 0.310 -0.225 0.788 0.80 0.51 0.55
C 0.377 -3.018 -1.708 0.10 0.13 -0.11
C 0.630 -1.879 -2.652 0.08 0.15 0.16
C 0.222 -1.926 -3.979 -0.05 0.01 0.02
C 0.512 -0.883 -4.846 -0.01 0.07 0.01
C 1.231 0.215 -4.393 -0.06 0.06 -0.17
C 1.657 0.299 -3.074 0.04 -0.15 0.26
C 2.536 1.427 -2.610 -0.01 -0.05 -0.05
C 1.331 -0.747 -2.194 -0.02 -0.31 -0.72
N 1.700 -0.660 -0.846 -1.17 -0.09 1.86
C 2.902 -1.062 -0.365 -0.26 -0.03 -0.85
O 3.808 -1.550 -1.014 0.17 0.05 0.07
C 3.081 -0.746 1.091 0.57 -0.30 -0.39
C 4.302 -0.855 1.721 0.04 0.11 0.25
C 4.400 -0.457 3.054 -0.22 0.06 -0.11
C 3.267 0.032 3.696 0.21 -0.29 0.09
C 2.077 0.067 2.994 -0.09 0.55 1.20
N 2.019 -0.295 1.742 -0.09 -0.46 -0.83
C 0.789 0.585 3.555 -0.56 -0.65 0.91
O 0.702 0.779 4.755 0.14 0.65 -0.50
N -0.210 0.698 2.630 0.22 -0.55 -1.30
C -1.150 1.730 2.751 -1.18 0.84 0.25
C -0.676 3.020 3.102 -0.10 -0.47 -0.19
C 0.791 3.347 3.169 0.05 -0.02 1.17
C -1.583 4.029 3.390 0.16 0.27 0.03
C -2.942 3.838 3.269 -0.16 0.05 -0.03
C -3.409 2.624 2.802 0.04 0.07 -0.07
C -2.550 1.571 2.518 0.74 -0.07 0.35
C -3.182 0.314 1.994 -0.04 0.88 -0.90
H -0.128 -3.841 -2.213 -0.01 0.01 0.04
H 1.322 -3.381 -1.296 -0.07 -0.01 0.02
H -0.245 -2.690 -0.870 0.07 -0.09 -0.10
H -0.311 -2.799 -4.337 0.02 0.02 0.01
H 0.199 -0.936 -5.882 0.01 0.00 0.04
H 1.484 1.014 -5.084 0.02 -0.04 0.04
H 2.496 2.271 -3.300 -0.01 -0.02 0.00
H 2.264 1.767 -1.610 0.02 0.01 -0.02
H 3.569 1.075 -2.561 0.01 0.07 0.03
H 5.134 -1.240 1.149 0.00 0.00 0.01
H 5.344 -0.526 3.579 -0.05 0.02 -0.02
H 3.260 0.341 4.733 0.00 0.04 -0.03
H 1.402 2.665 2.573 -0.08 -0.07 1.24
H 0.959 4.361 2.804 0.05 0.03 0.08
H 1.153 3.282 4.197 0.02 0.05 0.03
H -1.211 4.994 3.722 0.04 -0.05 -0.07
H -3.633 4.638 3.510 0.04 -0.05 0.00
H -4.476 2.479 2.661 0.07 -0.03 -0.01
H -3.528 0.471 0.968 0.01 0.05 -0.04
H -2.504 -0.518 2.010 0.15 0.62 -0.79
H -4.056 0.054 2.591 0.03 0.08 -0.09
Br 2.957 5.581 -9.573 -0.11 -0.03 0.09
C 1.726 4.956 -8.293 0.06 0.03 -0.04
C 1.986 5.161 -6.940 0.07 0.01 0.02
C 1.105 4.673 -6.003 -0.18 -0.18 0.17
C -0.063 3.999 -6.406 0.70 0.38 0.06
C -0.320 3.831 -7.770 -0.32 -0.13 0.11
C 0.576 4.299 -8.709 0.05 0.01 -0.12
N -0.965 3.468 -5.502 -1.60 -0.73 -1.42
N -0.778 3.495 -4.296 1.65 0.79 1.25
C -1.081 2.632 -3.347 -0.43 0.02 0.29
C -1.821 1.431 -3.553 0.28 -0.18 -0.15
C -1.941 0.497 -2.577 -0.40 -0.17 -0.33
C -1.237 0.622 -1.357 -0.04 -0.23 0.29
O -1.288 -0.297 -0.474 0.07 0.64 -0.33
C -0.495 1.849 -1.110 0.21 0.58 -0.02
N 0.203 1.931 0.043 -0.01 0.03 -0.77
C 0.784 3.060 0.378 0.18 0.10 -0.59
C 0.671 4.211 -0.412 -0.13 -0.06 -0.13
C 0.039 4.120 -1.627 0.08 0.14 -0.06
C -0.526 2.900 -2.025 -0.28 -0.20 -0.06
H 2.875 5.696 -6.634 -0.02 -0.03 -0.02
H 1.286 4.819 -4.945 0.03 0.01 -0.02
H -1.220 3.313 -8.080 0.04 0.04 0.05
H 0.387 4.158 -9.764 -0.01 -0.01 0.02
H -2.301 1.280 -4.513 0.06 0.04 0.00
H -2.536 -0.393 -2.737 0.04 -0.01 0.06
H 1.348 3.063 1.305 -0.14 0.16 -1.47
H 1.099 5.144 -0.068 0.01 -0.03 -0.04
H -0.030 4.980 -2.281 0.04 -0.03 -0.04
C -4.131 -4.955 0.321 0.01 -0.05 0.03
C -3.402 -5.259 1.464 0.00 0.01 0.05
C -2.353 -4.441 1.858 0.02 0.06 -0.01
C -2.010 -3.315 1.106 0.15 0.31 -0.20
C -2.743 -3.022 -0.041 -0.06 -0.07 0.04
C -3.801 -3.837 -0.430 0.01 0.01 0.05
Ge -0.490 -2.317 1.874 0.46 -0.85 0.45
C -1.127 -1.873 3.677 -0.03 -0.09 -0.15
C -0.345 -1.937 4.827 -0.10 -0.18 -0.02
C -0.893 -1.643 6.068 -0.04 0.01 0.02
C -2.216 -1.244 6.168 0.02 0.00 0.07
C -3.014 -1.193 5.031 0.14 0.02 -0.04
C -2.474 -1.519 3.797 -0.06 -1.00 0.67
C 1.019 -3.588 1.956 -0.28 0.20 -0.12
C 0.915 -4.783 1.241 0.08 0.02 0.14
C 1.883 -5.772 1.372 -0.02 0.11 -0.12
C 2.972 -5.569 2.207 0.03 -0.05 -0.02
C 3.093 -4.381 2.913 0.03 0.10 0.02
C 2.128 -3.392 2.780 -0.06 -0.15 -0.08
H -4.955 -5.592 0.024 0.03 0.04 -0.01
H -3.652 -6.130 2.058 -0.01 0.02 -0.04
H -1.795 -4.684 2.757 -0.05 -0.01 -0.01
H -2.490 -2.155 -0.631 -0.05 -0.02 -0.02
H -4.371 -3.597 -1.319 0.02 0.01 0.00
H 0.693 -2.240 4.774 -0.02 0.01 0.01
H -0.276 -1.718 6.955 -0.01 0.05 0.00
H -2.632 -0.985 7.134 0.02 -0.03 -0.04
H -4.053 -0.896 5.107 -0.02 -0.05 0.02
H -3.108 -1.521 2.917 0.13 -0.94 1.11
H 0.060 -4.946 0.596 0.05 -0.07 0.01
H 1.786 -6.694 0.813 0.02 0.01 0.03
H 3.732 -6.336 2.301 -0.05 0.02 0.03
H 3.937 -4.226 3.576 -0.01 0.00 -0.05
H 2.237 -2.469 3.336 0.04 -0.07 0.07
```
Forces are in eV/Å.

Values from the calculation:
Spin multiplicity ... 2
HOMO-LUMO gap (spin up / spin down) ... 5.8 / 5.0 eV
Total charge ... +1
Lowest unoccupied orbital energy (spin up / spin down) ... -0.1605 / -0.1925 Ha
<S²> ... 0.797


Below is a structure of composition C56H48BF2FeN4O4S2Te, with properties calculated with the ωB97M-V functional and the def2-TZVPD basis.

Structure (XYZ):
```
119
Properties=species:S:1:pos:R:3:forces:R:3
Fe 1.889 -0.334 1.756 0.00 0.50 0.20
C -1.396 -8.026 -1.136 0.04 0.06 -0.01
C -0.842 -6.660 -0.830 0.04 -0.01 0.01
C -1.050 -6.060 0.405 0.00 0.02 -0.04
C -0.557 -4.786 0.676 0.01 -0.03 0.08
C 0.139 -4.114 -0.311 -0.17 -0.02 0.18
C 0.389 -4.703 -1.543 0.03 0.02 -0.05
C -0.102 -5.970 -1.795 -0.02 -0.01 0.03
S 0.736 -2.441 -0.011 -0.01 -0.42 -1.07
O 2.019 -2.377 -0.770 -0.13 -0.09 0.16
C -0.610 -1.670 -0.972 -0.15 -0.17 0.12
C -1.851 -1.717 -0.292 0.12 -0.10 0.02
C -2.951 -1.115 -0.813 -0.03 0.03 -0.03
C -2.866 -0.421 -2.045 -0.07 -0.02 -0.02
C -3.978 0.282 -2.574 0.02 -0.08 0.06
C -3.874 0.981 -3.738 0.08 0.03 -0.08
C -2.646 1.003 -4.439 -0.13 0.04 0.01
C -1.562 0.332 -3.957 0.05 -0.10 0.04
C -1.638 -0.405 -2.744 0.03 0.15 -0.01
C -0.488 -1.054 -2.187 0.17 0.08 -0.11
C 0.822 -0.952 -2.904 0.05 -0.05 0.10
C 1.050 -1.676 -4.108 -0.06 -0.18 0.09
C 0.069 -2.544 -4.665 0.03 0.09 0.07
C 0.327 -3.263 -5.794 0.08 -0.03 -0.05
C 1.585 -3.160 -6.436 -0.13 -0.04 0.02
C 2.547 -2.346 -5.919 0.04 0.06 0.02
C 2.313 -1.591 -4.740 0.03 -0.03 -0.03
C 3.325 -0.788 -4.161 0.01 -0.06 -0.04
C 3.094 -0.113 -3.000 -0.06 0.04 0.04
C 1.832 -0.187 -2.372 -0.23 0.18 0.01
S 1.567 0.695 -0.834 0.25 0.05 -0.67
O 3.655 0.293 1.350 0.15 0.00 0.71
C 0.541 2.008 -1.474 -0.17 -0.01 0.15
C -0.726 2.225 -0.951 -0.06 -0.13 -0.11
C -1.425 3.376 -1.282 0.00 -0.02 -0.03
C -0.885 4.319 -2.147 0.00 0.03 -0.01
C -1.582 5.630 -2.391 0.05 -0.06 0.01
C 0.350 4.048 -2.733 -0.02 -0.04 -0.01
C 1.060 2.904 -2.403 0.04 0.07 0.11
H -1.818 -8.489 -0.245 0.00 -0.01 -0.01
H -0.620 -8.683 -1.531 -0.01 -0.02 0.01
H -2.184 -7.961 -1.889 -0.01 -0.02 0.01
H -1.604 -6.593 1.170 0.01 0.01 0.01
H -0.696 -4.328 1.651 0.00 0.01 -0.02
H 0.967 -4.164 -2.285 -0.01 0.00 0.01
H 0.086 -6.436 -2.756 -0.01 0.01 0.00
H -1.919 -2.248 0.651 0.01 0.09 0.05
H -3.894 -1.143 -0.280 0.01 0.02 0.00
H -4.911 0.259 -2.023 0.01 0.01 0.01
H -4.725 1.532 -4.121 0.00 -0.01 -0.02
H -2.564 1.564 -5.361 0.01 0.02 0.02
H -0.624 0.365 -4.494 0.01 0.03 0.03
H -0.890 -2.632 -4.170 0.00 -0.01 -0.01
H -0.428 -3.928 -6.195 0.00 0.02 -0.02
H 1.781 -3.738 -7.331 0.00 0.00 0.00
H 3.518 -2.273 -6.396 0.00 0.02 0.01
H 4.293 -0.738 -4.646 0.00 0.01 0.00
H 3.867 0.483 -2.533 0.00 -0.01 0.01
H -1.150 1.500 -0.270 0.03 0.04 0.06
H -2.397 3.555 -0.835 0.01 0.00 0.00
H -2.645 5.558 -2.156 -0.01 0.01 -0.02
H -1.472 5.956 -3.427 -0.01 0.01 0.00
H -1.150 6.399 -1.745 -0.02 0.00 0.00
H 0.783 4.763 -3.425 -0.01 -0.01 -0.01
H 2.038 2.724 -2.832 0.01 0.04 0.03
N 2.774 -3.766 4.034 -0.12 -0.10 0.00
C 3.041 -4.515 2.906 -0.01 0.00 0.02
C 3.048 -3.635 1.872 -0.02 0.14 -0.09
N 2.755 -2.373 2.333 -0.07 -0.14 0.14
C 2.589 -2.492 3.626 0.04 0.24 0.19
C 2.350 -1.336 4.486 0.03 -0.29 -0.18
N 2.386 -0.111 4.022 0.10 -0.28 0.18
C 2.207 0.721 5.099 0.04 0.00 -0.03
C 2.045 -0.026 6.223 0.05 -0.01 -0.01
N 2.149 -1.345 5.821 -0.12 -0.01 0.09
H 2.512 -4.140 4.927 0.09 0.00 0.03
H 3.207 -5.577 2.951 0.01 0.01 0.00
H 3.249 -3.804 0.827 -0.04 -0.01 0.00
H 2.243 1.789 4.982 -0.14 0.00 -0.06
H 1.885 0.250 7.250 -0.02 -0.02 0.00
H 1.935 -2.150 6.381 0.03 0.02 0.03
O -0.196 -2.775 3.430 -0.03 0.08 0.05
C -0.628 -1.673 3.055 0.07 -0.11 -0.02
O 0.013 -0.801 2.386 0.03 -0.22 0.09
C -2.063 -1.304 3.364 -0.05 -0.09 -0.04
C -2.629 -0.154 2.824 -0.04 0.03 -0.04
C -3.960 0.151 3.081 0.03 -0.03 -0.03
C -4.730 -0.693 3.871 0.03 0.00 0.02
C -4.164 -1.839 4.417 0.02 -0.02 -0.01
C -2.834 -2.143 4.161 -0.04 0.02 0.02
H -2.012 0.495 2.212 0.01 0.02 0.07
H -4.392 1.050 2.660 0.00 0.00 0.01
H -5.771 -0.458 4.063 0.01 0.01 0.01
H -4.759 -2.496 5.039 -0.01 0.01 0.00
H -2.374 -3.034 4.568 0.01 0.00 -0.02
F 5.149 0.017 3.186 -0.20 -0.17 -0.01
B 4.202 0.711 2.478 0.83 0.33 -0.76
F 4.113 1.990 2.937 -0.04 -0.06 0.22
C 0.202 8.313 0.535 -0.03 -0.09 0.02
C 0.270 6.849 0.893 0.00 0.03 -0.04
C 1.405 6.092 0.643 -0.04 -0.02 0.02
C 1.486 4.746 0.997 0.04 -0.03 -0.04
C 2.751 3.986 0.705 -0.06 0.16 0.04
C 0.397 4.119 1.625 0.26 -0.02 -0.12
Te 0.478 2.097 2.275 -0.57 0.69 0.33
C -0.773 4.868 1.844 -0.07 0.01 -0.05
C -2.007 4.247 2.444 0.05 0.09 -0.03
C -0.813 6.213 1.485 0.01 -0.02 0.00
H 1.147 8.657 0.112 -0.01 0.01 -0.01
H -0.018 8.922 1.415 0.01 0.02 -0.02
H -0.587 8.505 -0.198 0.01 0.03 -0.01
H 2.262 6.563 0.168 0.00 -0.02 0.00
H 3.521 4.651 0.305 -0.02 0.00 -0.01
H 2.566 3.195 -0.024 0.06 -0.05 0.05
H 3.130 3.503 1.605 0.00 -0.03 -0.04
H -1.791 3.805 3.418 -0.03 -0.04 0.00
H -2.367 3.434 1.808 0.01 -0.04 0.05
H -2.799 4.991 2.552 0.01 0.00 0.00
H -1.719 6.784 1.679 -0.01 -0.02 0.00
```
Forces are in eV/Å.

Values from the calculation:
Spin multiplicity ... 5
HOMO-LUMO gap (spin up / spin down) ... 5.3 / 5.3 eV
Total charge ... -1
Lowest unoccupied orbital energy (spin up / spin down) ... 0.0770 / 0.0768 Ha
<S²> ... 6.011
Relative energy (zero: lowest compared OMol25 entry of this formula, charge and spin) ... 0.311 eV


Q: What is the spin multiplicity in the first record?
A: 2


Q: total charge of number 1 (C56H45BrGeN6O3Pt)?
A: +1


Q: Which of these has the lowest <S²>?
A: C56H45BrGeN6O3Pt


Q: What is the formula in the first record?
A: C56H45BrGeN6O3Pt